[1]
A structure of composition C36H55N6O11PSSiW at a distorted geometry. Source: the OMol25 dataset; level of theory: ωB97M-V with the def2-TZVPD basis set.

```
! RIJCOSX wB97M-V def2-TZVPD def2/J DEFGRID3
* xyz 2 1
W 0.143 -0.104 0.565
C 0.312 -0.213 5.025
C -0.166 1.029 5.431
C -0.494 1.968 4.470
C -0.355 1.655 3.120
N 0.156 0.460 2.730
C 0.484 -0.449 3.677
C -0.871 2.489 2.032
C -1.364 3.772 2.290
C -2.071 4.444 1.312
C -2.308 3.793 0.107
C -1.765 2.540 -0.161
C -0.964 1.868 0.773
H 0.572 -0.987 5.732
H -0.290 1.257 6.481
H -0.895 2.927 4.756
H 0.902 -1.377 3.330
H -1.200 4.246 3.247
H -2.443 5.443 1.490
H -2.908 4.275 -0.653
H -1.972 2.094 -1.118
C 2.580 2.894 0.713
C 2.113 2.838 -0.730
C 3.296 2.651 -1.663
C 1.376 4.139 -1.024
O 1.193 1.646 -0.939
Si 0.412 1.367 -2.425
S -1.017 -0.002 -1.706
O 1.402 0.911 -3.584
C 2.101 -0.113 -4.339
C 2.765 -1.101 -3.398
C 1.083 -0.813 -5.225
C 3.139 0.629 -5.166
O -0.343 2.719 -2.880
C -1.050 3.209 -4.050
C -0.549 2.528 -5.313
C -0.793 4.705 -4.106
C -2.530 2.916 -3.841
H 2.883 3.915 0.936
H 3.434 2.246 0.889
H 1.773 2.635 1.397
H 4.026 3.439 -1.471
H 2.999 2.711 -2.709
H 3.773 1.686 -1.489
H 2.047 4.963 -0.780
H 0.482 4.229 -0.407
H 1.088 4.232 -2.062
H 2.031 -1.542 -2.729
H 3.547 -0.607 -2.818
H 3.225 -1.903 -3.973
H 0.272 -1.227 -4.623
H 1.557 -1.630 -5.767
H 0.665 -0.121 -5.954
H 3.893 1.086 -4.524
H 2.664 1.409 -5.760
H 3.640 -0.060 -5.846
H 0.532 2.624 -5.401
H -1.011 2.992 -6.184
H -0.807 1.469 -5.317
H 0.258 4.911 -4.311
H -1.061 5.173 -3.158
H -1.388 5.161 -4.896
H -2.692 1.851 -3.668
H -3.101 3.208 -4.721
H -2.918 3.474 -2.988
C 2.928 1.093 3.448
C 3.187 0.253 2.240
N 2.472 0.039 1.123
C 3.359 -0.573 0.233
C 4.559 -0.749 0.821
N 4.426 -0.233 2.081
H 2.055 1.718 3.330
H 3.781 1.756 3.592
H 2.826 0.493 4.350
H 3.099 -0.808 -0.774
H 5.474 -1.177 0.457
H 5.152 -0.178 2.778
N -4.041 1.605 1.743
C -3.651 0.478 2.657
P -3.201 -0.862 1.473
O -4.219 -0.728 0.403
O -1.748 -0.546 1.090
C -3.302 -2.445 2.322
N -3.220 -3.493 1.302
H -4.714 2.245 2.167
H -4.463 1.143 0.904
H -3.217 2.139 1.419
H -4.543 0.204 3.219
H -2.859 0.794 3.331
H -4.238 -2.465 2.893
H -2.466 -2.528 3.022
H -4.021 -3.431 0.679
H -3.240 -4.410 1.736
H -1.550 -3.223 0.283
O -0.842 -2.754 -0.221
C 0.356 -2.831 0.456
O 0.409 -1.803 1.431
C 0.554 -4.198 1.054
C 0.692 -5.306 0.222
C 0.777 -6.577 0.771
C 0.707 -6.757 2.148
C 0.560 -5.637 2.941
C 0.492 -4.359 2.425
N 0.462 -5.788 4.409
O 0.216 -4.783 5.050
O 0.626 -6.890 4.869
H 0.734 -5.173 -0.851
H 0.892 -7.436 0.126
H 0.762 -7.737 2.599
H 0.384 -3.522 3.096
O 1.050 -1.139 -0.780
O 1.356 -2.496 -0.470
*
```

As for the HOMO-LUMO gap (spin up / spin down): 5.8465 / 5.8457 eV. The value obtained for the highest occupied orbital energy (spin up / spin down) is -13.1 / -13.1 eV. The value obtained for the energy above the lowest of the compared OMol25 structures with the same formula, charge and spin is 1.219 eV.

=====

[2]
A cluster of 9 separate species, C6H27NO8 in total at a distorted geometry. Source: the OMol25 dataset; level of theory: ωB97M-V with the def2-TZVPD basis set.

```
! RIJCOSX wB97M-V def2-TZVPD def2/J DEFGRID3
* xyz 0 1
C -1.142 1.053 1.983
N -1.391 0.844 -1.141
C -1.085 -0.138 -0.257
C -1.077 -0.194 1.107
C -0.723 -1.501 1.572
C 0.258 -2.288 1.085
C 0.287 -3.797 1.455
H -0.525 1.841 1.689
H -1.229 0.788 3.044
H -2.071 1.590 1.725
H -1.480 0.703 -2.104
H -1.106 1.724 -0.760
H -0.993 -1.067 -0.838
H -1.391 -1.817 2.414
H 0.838 -2.034 0.255
H -0.086 -4.347 0.487
H -0.634 -3.927 1.996
H 1.240 -4.101 1.774
H -2.014 -2.566 -2.812
H -1.569 -1.439 -3.844
O -2.215 -1.765 -3.269
H 3.951 1.662 0.708
H 3.880 1.391 -0.785
O 4.525 1.374 -0.005
H 0.765 0.524 -3.381
H -0.632 0.899 -4.033
O -0.138 0.159 -3.582
H 3.440 0.115 -3.357
H 3.358 -1.033 -2.229
O 3.337 -0.060 -2.435
H 2.000 2.801 2.696
H 0.534 3.118 2.984
O 1.280 3.382 2.489
H 1.569 0.298 2.848
H 1.319 0.612 1.325
O 2.022 0.664 2.045
H -4.523 -1.611 -0.912
H -3.534 -1.746 0.306
O -4.416 -1.980 -0.045
H -0.432 3.802 0.654
H 0.346 4.037 -0.600
O -0.542 4.028 -0.251
*
```

Its structure (SMILES) is C/C=C/C(C)=C/N.O.O.O.O.O.O.O.O. As for the HOMO-LUMO gap: 7.4685 eV. The value obtained for the highest occupied orbital energy is -7.6 eV. The value obtained for the energy above the lowest of the compared OMol25 structures with the same formula, charge and spin is 4.067 eV.

=====

[3]
A structure of composition C24H61CrLiNO8 at a distorted geometry. Source: the OMol25 dataset; level of theory: ωB97M-V with the def2-TZVPD basis set.

```
! RIJCOSX wB97M-V def2-TZVPD def2/J DEFGRID3
* xyz 2 6
Li 0.065 -2.647 2.124
Cr -0.531 -3.454 -1.128
C -1.985 0.354 1.046
C -1.035 -0.325 0.052
C 0.179 0.501 0.089
O -0.702 -1.669 0.265
H -2.905 -0.219 1.164
H -2.143 1.367 0.677
H -1.532 0.515 2.024
H -1.574 -0.141 -0.878
H 0.151 1.590 0.138
H 0.506 0.531 -0.950
H 1.007 0.236 0.747
C 3.357 -2.459 0.478
C 2.628 -2.896 -0.798
C 3.656 -2.998 -1.847
O 1.643 -3.842 -0.568
H 3.960 -1.562 0.334
H 3.921 -3.259 0.958
H 2.555 -2.131 1.139
H 2.138 -1.946 -1.012
H 4.135 -2.045 -2.073
H 3.166 -3.027 -2.820
H 4.544 -3.606 -1.670
C 0.432 -1.064 -3.412
O -0.129 -2.317 -3.218
C -0.236 -3.181 -4.343
C 0.354 -4.602 -3.811
N -0.470 -5.106 -2.671
C -1.811 -5.604 -3.186
C -2.904 -4.469 -3.030
O -2.658 -3.398 -2.105
C -3.551 -2.234 -2.379
H 0.089 -0.503 -2.542
H -0.013 -0.489 -4.224
H 1.496 -0.853 -3.520
H 0.520 -2.951 -5.093
H -1.233 -3.319 -4.763
H 1.395 -4.454 -3.521
H 0.264 -5.302 -4.642
H 0.106 -5.765 -2.165
H -2.095 -6.495 -2.627
H -1.701 -6.101 -4.150
H -3.894 -4.898 -2.879
H -2.959 -4.055 -4.036
H -3.406 -1.830 -3.381
H -3.329 -1.441 -1.665
H -4.588 -2.509 -2.185
C 0.365 5.462 -3.975
C -0.503 5.017 -2.737
C -0.155 3.615 -2.159
O -0.493 5.874 -1.640
H 0.356 4.763 -4.811
H 1.420 5.451 -3.702
H 0.279 6.506 -4.277
H -1.556 5.074 -3.013
H 0.886 3.480 -1.866
H -0.037 2.798 -2.871
H -0.968 3.296 -1.507
H 0.379 5.888 -1.239
C -1.513 0.249 4.803
C -1.477 -1.296 4.710
C -2.875 -1.885 5.053
O -1.281 -1.660 3.338
H -1.902 0.518 5.785
H -2.167 0.656 4.033
H -0.521 0.667 4.627
H -0.690 -1.633 5.384
H -2.967 -2.921 4.726
H -3.671 -1.548 4.388
H -3.237 -1.675 6.059
H -1.888 -1.197 2.756
C -2.130 4.193 1.239
C -1.673 5.376 2.043
C -1.117 5.204 3.463
O -0.541 5.946 1.361
H -2.193 4.387 0.168
H -3.158 4.017 1.555
H -1.565 3.309 1.535
H -2.321 6.249 1.959
H -0.663 6.097 3.892
H -0.339 4.448 3.356
H -1.894 4.826 4.128
H -0.598 5.741 0.425
C 3.600 -0.253 2.957
C 3.547 1.253 2.990
C 4.943 1.715 3.389
O 3.257 1.750 1.609
H 2.632 -0.754 2.982
H 4.093 -0.612 3.860
H 4.185 -0.592 2.101
H 2.772 1.615 3.666
H 5.036 2.796 3.289
H 5.639 1.288 2.667
H 5.134 1.432 4.424
H 2.690 1.138 1.134
*
```

As for the HOMO-LUMO gap (spin up / spin down): 6.3754 / 3.1519 eV. The expectation value of S² is 8.768. The value obtained for the highest occupied orbital energy (spin up / spin down) is -12.7 / -12.7 eV.